(1)
Computed, not measured: C17H37N4O22S4 as an isolated structure, with wB97M-V/def2-TZVPD.

Atoms and positions in Å:
N: -0.46 -0.24 -0.09
O: -0.63 -0.95 0.93
O: 0.14 -0.71 -1.09
O: -0.88 0.93 -0.12
C: 2.33 -2.57 -0.51
C: 2.28 -2.69 -2.03
O: 3.38 -3.48 -2.42
S: 3.64 -4.61 -1.31
O: 5.02 -4.92 -1.35
O: 2.72 -5.68 -1.45
O: 3.28 -3.64 -0.10
H: 1.49 -2.76 0.14
H: 2.79 -1.64 -0.21
H: 2.43 -1.70 -2.48
H: 1.28 -2.92 -2.43
C: -0.63 1.98 3.08
C: -2.10 1.64 2.81
O: -2.81 2.06 3.99
S: -2.10 3.36 4.57
O: -2.15 3.32 5.98
O: -2.56 4.53 3.91
O: -0.64 3.04 4.03
H: -0.03 2.26 2.22
H: -0.13 1.08 3.47
H: -2.20 0.57 2.68
H: -2.50 2.21 1.98
C: -1.46 1.41 -3.28
C: -2.94 1.30 -3.12
O: -3.34 2.63 -3.55
S: -2.42 3.05 -4.85
O: -2.03 4.39 -4.62
O: -3.10 2.67 -6.03
O: -1.26 2.00 -4.53
H: -0.88 0.49 -3.20
H: -0.97 2.02 -2.51
H: -3.30 0.92 -2.17
H: -3.34 0.65 -3.91
C: -2.03 -5.47 0.33
C: -0.81 -4.55 0.46
O: 0.17 -5.11 -0.40
S: -0.39 -6.39 -1.21
O: -0.06 -7.55 -0.46
O: -0.04 -6.29 -2.57
O: -1.91 -5.92 -1.03
H: -3.01 -5.01 0.41
H: -1.96 -6.31 1.02
H: -0.46 -4.58 1.50
H: -1.05 -3.51 0.26
C: -1.06 -2.26 4.31
C: 0.39 -1.87 4.45
O: 0.93 -1.81 5.55
N: 1.07 -1.69 3.29
C: 2.49 -1.47 3.22
H: -1.71 -1.38 4.27
H: -1.44 -2.82 5.16
H: -1.22 -2.88 3.43
H: 0.60 -1.40 2.44
H: 2.97 -1.40 4.20
H: 2.71 -0.56 2.66
H: 3.02 -2.31 2.76
C: -0.69 6.27 1.12
C: -0.19 4.88 0.84
O: 0.78 4.44 1.45
N: -0.87 4.10 -0.04
C: -2.14 4.40 -0.66
H: -1.62 6.28 1.68
H: -0.89 6.84 0.20
H: 0.13 6.80 1.61
H: -0.57 3.15 -0.20
H: -2.47 5.42 -0.50
H: -2.90 3.66 -0.37
H: -2.12 4.24 -1.75
C: 3.15 1.15 -0.68
C: 3.18 1.10 -2.19
O: 4.20 1.38 -2.79
N: 2.00 0.88 -2.81
C: 1.85 0.86 -4.24
H: 3.42 2.15 -0.34
H: 3.85 0.43 -0.27
H: 2.14 0.98 -0.30
H: 1.21 0.52 -2.27
H: 0.95 1.38 -4.59
H: 1.75 -0.16 -4.64
H: 2.69 1.37 -4.70

## Properties
- ΔE to the lowest compared entry with this formula, charge and spin: 0.0 kcal per mole
- HOMO-LUMO gap: 9.52 eV
- Total energy: -112573.1292 eV
- Charge: -1

(2)
Computed, not measured: C17H37N5P2STl as an isolated structure, with wB97M-V/def2-TZVPD.

Atoms and positions in Å:
Tl: 6.97 9.03 10.36
C: 9.90 9.36 14.39
P: 9.19 9.56 12.68
C: 10.66 9.15 11.65
C: 9.25 11.40 12.48
C: 10.43 12.08 12.60
C: 10.52 13.48 12.51
C: 9.33 14.20 12.36
C: 8.09 13.56 12.36
C: 8.03 12.15 12.45
P: 6.42 11.28 12.59
C: 5.95 11.80 14.32
C: 5.37 12.36 11.55
H: 11.04 9.31 14.42
H: 9.49 8.39 14.73
H: 9.54 10.17 15.06
H: 11.62 9.23 12.22
H: 10.72 9.88 10.79
H: 10.60 8.17 11.20
H: 11.32 11.51 12.69
H: 11.49 14.02 12.69
H: 9.34 15.26 12.25
H: 7.15 14.08 12.31
H: 6.38 12.80 14.54
H: 6.40 11.09 15.05
H: 4.88 11.72 14.45
H: 5.00 13.28 12.00
H: 4.56 11.73 11.19
H: 6.06 12.58 10.62
N: 9.02 10.24 8.08
N: 8.30 10.05 6.88
C: 7.03 10.51 6.77
N: 6.43 10.41 5.52
S: 6.20 11.08 8.15
H: 8.53 10.97 8.64
H: 9.95 10.63 7.82
H: 8.73 9.42 6.25
H: 6.93 10.15 4.65
H: 5.50 10.75 5.36
C: 4.70 7.80 12.33
N: 5.94 7.09 11.91
C: 6.73 6.74 13.10
C: 5.87 5.95 10.97
C: 5.01 6.21 9.73
N: 5.53 7.18 8.80
C: 6.62 6.59 7.99
C: 4.45 7.76 7.99
H: 4.03 7.03 12.81
H: 4.20 8.21 11.43
H: 4.98 8.63 13.00
H: 6.13 5.98 13.68
H: 6.88 7.60 13.73
H: 7.70 6.29 12.79
H: 5.46 5.07 11.47
H: 6.90 5.64 10.76
H: 4.03 6.59 10.03
H: 4.82 5.23 9.26
H: 6.25 5.84 7.24
H: 7.32 6.07 8.59
H: 7.16 7.38 7.47
H: 3.89 7.01 7.39
H: 4.87 8.51 7.30
H: 3.73 8.24 8.68

## Properties
- ΔE to the lowest compared entry with this formula, charge and spin: 0.4 kcal per mole
- HOMO-LUMO gap: 8.04 eV
- Total energy: -59779.8871 eV
- Charge: +1

(3)
Computed, not measured: a 4-piece molecular cluster, C17H37NO11Si overall, with wB97M-V/def2-TZVPD.

Atoms and positions in Å:
C: -1.05 -4.97 0.92
C: -0.48 -3.77 1.90
C: -0.19 -2.35 1.14
C: -1.50 -1.67 0.42
Si: -3.07 -1.53 1.54
C: -4.15 -3.14 1.22
O: -5.45 -2.86 1.86
N: -6.41 -3.70 1.44
O: -5.98 -4.81 1.16
H: -0.19 -5.56 0.35
H: -1.89 -4.60 0.18
H: -1.56 -5.77 1.64
H: -1.13 -3.67 2.90
H: 0.59 -4.16 2.29
H: 0.58 -2.59 0.26
H: 0.36 -1.63 1.88
H: -1.19 -0.55 0.15
H: -1.78 -2.22 -0.58
H: -2.77 -1.37 2.97
H: -3.87 -0.40 1.09
H: -3.55 -4.03 1.72
H: -4.21 -3.24 0.04
C: -0.32 -2.87 8.77
C: -1.70 -3.41 9.11
O: -2.69 -2.91 8.20
C: -2.71 -3.52 6.98
O: -1.99 -4.43 6.62
O: -3.66 -2.91 6.23
C: -3.72 -3.38 4.89
H: -0.34 -1.78 8.71
H: 0.41 -3.17 9.53
H: 0.02 -3.24 7.80
H: -1.99 -3.05 10.11
H: -1.72 -4.50 9.15
H: -3.83 -4.47 4.85
H: -2.83 -3.07 4.34
H: -4.60 -2.94 4.41
C: 2.67 4.15 -2.00
C: 2.09 3.39 -0.81
O: 1.08 2.47 -1.24
C: 1.53 1.32 -1.80
O: 2.70 1.01 -1.96
O: 0.45 0.58 -2.18
C: 0.79 -0.61 -2.88
H: 1.87 4.63 -2.57
H: 3.37 4.91 -1.66
H: 3.19 3.48 -2.68
H: 1.61 4.10 -0.13
H: 2.87 2.88 -0.24
H: 1.51 -1.22 -2.31
H: 1.19 -0.36 -3.86
H: -0.13 -1.19 -3.01
C: 1.73 6.07 -8.56
C: 2.00 6.85 -7.28
O: 2.78 6.08 -6.36
C: 4.10 5.99 -6.63
O: 4.68 6.52 -7.57
O: 4.67 5.19 -5.70
C: 6.06 4.94 -5.93
H: 1.27 5.11 -8.33
H: 1.06 6.63 -9.22
H: 2.66 5.87 -9.10
H: 1.05 7.08 -6.79
H: 2.49 7.81 -7.49
H: 6.62 5.87 -6.05
H: 6.18 4.30 -6.80
H: 6.45 4.41 -5.05

## Properties
- HOMO-LUMO gap: 10.51 eV
- Total energy: -50114.4242 eV
- Charge: 0